Record 1
Entry from OMol25: C4Cl2NdO4V as an isolated structure in a non-equilibrium geometry (ωB97M-V/def2-TZVPD).

- HOMO-LUMO gap (alpha / beta) (eV) = 8.02 / 9.29
- charge = +4
- ⟨S²⟩ = 8.7768
- largest force on an atom (Eh/bohr) = 0.2476
- spin multiplicity = 6
- LUMO level (alpha / beta) (eV) = -19.96 / -19.34
- electronic energy (eV) = -78294.0733

```
12
Properties=species:S:1:pos:R:3:forces:R:3
Cl -1.583036 1.382483 -1.258466 0.47 -0.53 0.49
C 0.930950 1.120816 0.952532 8.87 7.13 5.71
C -1.188797 -0.334504 1.697362 -5.04 -2.58 10.52
V -0.332793 0.069571 0.111093 -1.79 -2.06 -7.34
O 0.743152 0.998774 -5.187706 -5.03 -2.48 2.96
C -0.166921 0.536424 -4.629406 6.96 4.24 -4.51
O 1.722628 1.792744 1.492534 -4.73 -3.96 -3.20
O 0.696871 -2.709681 -4.643773 -4.50 3.66 1.04
Nd -1.776766 -0.557535 -3.316909 -3.54 -0.36 1.64
C -0.178492 -1.991437 -4.395927 5.86 -5.35 -2.08
Cl -0.262405 -1.780722 -1.402823 -0.02 0.95 0.74
O -1.644589 -0.575233 2.744587 2.51 1.35 -5.97
```
Forces are in eV/Å.

---

Record 2
Entry from OMol25: C36H30Cl2N11O9Pb as an isolated structure in a non-equilibrium geometry (ωB97M-V/def2-TZVPD).

- HOMO-LUMO gap (alpha / beta) (eV) = 6.77 / 6.59
- ⟨S²⟩ = 0.7684
- largest force on an atom (Eh/bohr) = 0.0519
- spin multiplicity = 2
- LUMO level (alpha / beta) (eV) = -0.98 / -2.22
- electronic energy (eV) = -102922.8996
- energy above the lowest of the compared OMol25 structures with the same formula, charge and spin (eV) = 1.419

```
89
Properties=species:S:1:pos:R:3:forces:R:3
C -16.731420 16.742063 -1.217033 -1.47 -0.35 0.60
H -17.424085 8.263593 -0.146159 -0.20 0.09 -0.45
H -21.565214 11.160352 1.392594 0.20 -0.09 0.35
H -20.073334 15.711688 -2.600371 -0.17 0.02 -0.41
C -12.543453 14.823608 -3.119561 0.45 0.94 1.15
C -17.739537 10.353653 -4.874247 -0.97 -1.16 -0.69
C -14.066849 14.050878 -1.459982 0.41 0.53 -0.42
H -22.173612 15.711272 -6.412480 0.11 -0.15 0.21
C -16.532762 14.832553 -4.499837 -1.26 -0.85 0.30
H -14.894770 11.177130 -6.590613 -0.69 -0.43 -0.70
C -20.458454 15.243775 -3.506350 -0.14 0.73 0.15
O -13.034879 18.421964 -3.450143 -0.67 -0.87 0.80
Cl -15.916611 9.629593 -8.901578 0.31 0.11 -0.48
Cl -19.027192 9.099240 -8.497976 0.49 0.10 0.39
N -18.217175 10.430576 -3.617864 -0.08 1.14 0.73
H -14.475837 13.995153 -0.481635 -0.38 0.23 0.81
C -14.957431 8.698256 1.918483 0.07 0.92 2.50
H -21.266148 8.650395 -2.142910 -0.48 -0.12 0.73
C -16.454888 10.951868 -5.139822 -0.55 -0.61 -2.37
C -18.474656 9.683926 -5.949319 -0.12 0.94 1.80
C -13.020656 14.881671 -1.777606 0.14 -0.56 -1.47
H -14.250963 8.045030 2.443054 -0.20 -0.24 -0.18
N -17.670022 16.767105 -0.068002 0.38 0.26 0.59
C -20.956308 9.359869 -1.372538 -0.19 -0.91 -0.63
H -22.461508 9.218707 0.182579 -0.71 -0.43 -0.04
H -21.253045 16.928074 -4.427346 -0.12 0.37 -0.06
N -20.282305 13.942179 -3.557417 0.12 -0.38 0.85
O -17.184031 17.099366 0.990456 0.15 0.15 0.30
N -15.906369 7.951784 1.155388 1.56 -1.20 -1.19
H -15.519575 11.125324 1.144042 -0.95 0.97 0.47
H -14.513466 9.781171 -1.964965 -0.06 -0.64 0.28
H -14.426310 6.473750 0.644716 -0.06 0.43 0.25
H -14.453721 16.783048 -4.237491 -0.09 -0.55 -0.64
C -21.389808 13.788888 -5.634183 -0.31 1.12 -0.55
C -20.729320 13.203480 -4.581749 0.19 0.49 -0.62
O -18.836190 16.460713 -0.206295 0.03 -0.15 -0.58
N -14.151462 9.635426 1.152231 0.18 0.27 -0.54
H -11.707408 15.435161 -3.460103 -0.29 0.16 0.33
H -21.622728 13.167273 -6.507249 -0.13 0.34 0.50
C -16.713732 8.869517 0.406398 -0.73 -0.16 -0.66
N -14.229835 8.072121 -0.672032 0.04 0.10 -0.39
H -15.703824 8.438723 -2.156852 0.38 0.48 0.75
N -15.824531 11.584808 -4.193931 -0.28 0.08 1.04
H -12.624072 8.236367 0.817729 -0.86 -0.13 -0.66
C -21.026688 10.740045 0.559847 -0.08 -0.55 -0.58
H -12.722623 13.999616 -5.045685 -0.28 -0.50 0.10
H -12.627957 15.566458 -1.062597 0.41 0.27 0.41
H -20.404623 12.196124 -4.494487 -0.11 -0.78 -0.23
C -14.846420 17.466635 -2.326811 -0.26 -0.59 -0.20
H -15.718852 6.601642 -0.462749 -0.33 0.17 -0.43
C -15.609771 17.506140 -1.170731 0.76 0.64 -1.15
O -15.864002 14.782455 -5.521817 0.23 0.45 0.43
C -15.145368 16.662666 -3.428658 -0.05 0.85 1.04
H -17.267168 9.480476 1.078517 -0.64 0.52 0.79
C -15.924319 10.819150 -6.496509 -0.64 -0.97 0.58
Pb -17.373457 12.366298 -2.314848 0.02 0.09 -0.44
N -19.268911 10.945141 -1.036352 1.26 0.94 0.71
H -12.713377 9.472185 -0.401786 0.00 0.42 -0.26
C -13.342825 8.830277 0.197887 -0.07 0.38 1.08
N -13.671284 18.342065 -2.393829 0.51 1.11 -1.85
O -13.449137 19.069533 -1.462424 0.07 0.03 1.08
C -15.042974 10.556162 0.393451 1.48 -1.97 -0.79
C -17.106223 15.939492 -2.261108 0.93 -0.11 -0.55
O -17.509026 14.046516 -4.179979 0.40 -0.07 0.01
C -14.533873 11.967496 -4.373692 -0.06 0.76 0.72
O -19.705733 13.378763 -2.542235 0.31 -0.79 0.41
C -19.838558 11.291931 0.112773 -0.20 0.81 0.39
H -15.522115 9.203932 2.758480 0.56 0.00 -0.93
C -21.579904 9.684945 -0.179150 1.04 0.95 -0.22
N -15.999449 9.785970 -0.473318 1.63 0.37 -0.47
C -13.093991 13.975386 -4.027211 -0.18 -0.68 0.35
O -19.779170 8.747238 -3.759964 -0.06 0.84 0.48
H -14.341767 11.129370 -0.236566 -0.73 0.24 0.13
C -14.089276 13.103958 -3.534109 0.45 1.07 -1.09
C -21.138135 15.865923 -4.524025 -0.25 1.20 0.14
H -19.423980 9.236930 -5.719184 -0.12 0.16 0.04
C -19.291622 9.720298 -3.172158 0.46 -1.73 -0.12
H -15.370010 18.233972 -0.432827 0.04 0.04 0.76
C -21.656259 15.203710 -5.603164 0.62 -2.31 -0.24
N -14.616771 13.229735 -2.348580 -0.24 -0.96 0.71
C -15.067740 7.214633 0.148098 -0.30 -0.84 0.46
C -16.280462 15.855091 -3.385133 0.64 0.15 -0.42
O -13.691727 11.437997 -5.049085 0.85 -0.70 -0.83
C -16.627675 10.083495 -7.420301 -0.42 0.89 0.34
C -18.022595 9.676839 -7.198896 1.72 -0.08 -0.87
C -15.092157 9.012713 -1.411670 -0.90 0.12 -0.02
C -19.796324 10.005058 -1.762801 -0.96 0.10 -0.80
H -17.993014 15.366478 -2.120755 -0.47 -0.43 -0.35
H -19.389977 12.126765 0.677392 -0.08 -0.47 -0.41
```
Forces are in eV/Å.

---

Record 3
Entry from OMol25: a 7-piece molecular cluster, C48H60F4N4O22Si overall in a non-equilibrium geometry (ωB97M-V/def2-TZVPD).

- HOMO-LUMO gap (eV) = 7.06
- structure (SMILES) = CCCNc1c(CCCC(=O)O)cc(C(F)(F)CC[Si](C)(C)c2ccccc2)c2nc(C(=O)NC(=O)F)c(CCF)nc12.O=C1OCCO1.O=C1OCCO1.O=C1OCCO1.O=C1OCCO1.O=C1OCCO1.O=C1OCCO1
- largest force on an atom (Eh/bohr) = 0.0855
- spin multiplicity = 1
- LUMO level (eV) = -1.53
- electronic energy (eV) = -120500.4769

```
139
Properties=species:S:1:pos:R:3:forces:R:3
H -7.298713 2.019715 -4.240477 -0.07 0.47 1.00
O -3.345886 1.982317 7.625220 0.23 -0.23 -0.40
C -0.578607 1.773157 -0.095440 -1.12 -0.89 0.58
C 2.724982 0.204622 -0.465910 -1.40 0.20 0.56
H 11.617430 1.552569 0.094383 -0.01 -0.02 -0.06
H -3.607449 6.941173 -0.314402 -0.65 -0.42 -0.79
C -3.458992 -0.066505 1.924936 0.20 -0.78 -1.42
H -2.747667 2.175803 0.475130 1.03 -0.62 -0.02
H -0.421816 -3.294936 4.925107 0.37 0.84 -0.88
O 12.156937 0.936686 -2.588283 -0.46 -0.25 0.10
H -1.108815 5.139416 -1.030203 -0.39 -0.94 0.54
C -6.002603 3.120491 -2.812204 -2.05 0.25 2.16
O 10.243224 -4.540161 1.106697 -0.22 0.20 -0.15
C -1.529692 4.150522 -0.692353 0.63 -0.42 -1.13
O 4.709247 -0.327465 -1.805181 -0.70 0.26 0.62
H -1.425594 -0.522620 3.877458 0.44 -1.17 -0.35
N 4.499049 1.906385 -1.279509 -1.50 0.51 1.01
F 4.136124 3.280443 0.634893 1.02 -1.13 -1.17
C 7.040238 -3.303494 -4.607692 0.43 0.49 0.34
O 10.482925 -0.541581 -2.929434 0.16 0.48 0.33
C -5.678483 -1.344479 1.226922 1.13 -0.52 -1.07
O 5.912680 -4.030360 -4.125648 -0.17 -0.38 -0.37
C -1.867982 1.491481 0.533962 2.83 -1.63 0.00
H 10.723642 2.950028 -0.540011 -0.16 -0.16 -0.05
O -12.449904 2.038456 -3.787759 0.03 -0.14 0.32
H -1.704532 4.170967 0.413101 0.13 0.11 -1.02
H -5.369834 6.963043 -0.663500 0.93 -0.56 -0.60
C 3.790007 -1.979012 0.517021 -1.01 -0.49 0.65
H 0.561097 -1.960138 6.677980 -0.71 0.58 -0.82
H -9.387579 2.008380 -2.772105 0.94 0.59 0.43
C 9.493714 -3.790040 0.565407 0.33 -0.29 0.21
H 11.979262 2.984267 -2.584344 -0.02 -0.05 0.02
F 0.803369 3.750483 -0.422568 -1.09 -0.80 -0.60
O 9.517922 -2.437412 0.716186 -0.11 -0.55 -0.02
H 3.743347 -2.349708 1.584822 0.23 0.58 -1.07
C 1.327965 -7.367516 -2.301902 -0.25 -0.44 0.05
C -6.495991 -0.108832 0.704832 -0.81 -0.09 0.98
C -4.114242 -1.223912 1.031628 -0.26 0.54 -0.43
H -4.143700 6.743738 -2.055166 -0.38 -0.01 0.92
H -5.041846 5.198302 1.580721 0.52 -0.88 -0.34
H -11.303000 -0.097128 -0.320496 0.11 0.08 -0.18
H -2.728549 4.332801 -2.562255 0.02 -0.87 0.93
H -5.894886 -1.606244 2.292097 -0.26 0.72 -0.94
C -11.779954 0.804019 -0.704021 0.43 -0.18 0.52
C -2.689469 1.300792 6.650916 -0.17 -0.45 -0.32
C 8.630585 -1.890158 -0.256179 -0.03 0.77 -0.30
H -3.947500 -0.927205 -0.050269 0.04 -0.36 1.05
H 6.836712 -3.042167 0.140661 0.04 -0.04 -0.04
H -5.410409 0.188329 -0.894760 -0.39 0.24 0.31
H 4.764640 -1.459748 0.348213 -0.90 -0.57 0.02
C 6.985489 -3.549983 -6.088580 0.33 0.35 -0.48
N 1.744079 1.129049 -0.624989 0.71 -2.42 1.25
H -1.994132 2.422586 9.110180 -0.01 -0.01 -0.06
H -1.662124 3.888192 6.447300 -0.02 -0.05 0.02
C -5.955649 3.761229 -1.477401 -1.99 -0.71 -0.29
C -7.167121 3.767135 -0.622242 -0.77 -1.30 -1.93
N 1.427952 -1.384411 1.052161 1.08 3.39 -2.58
H -5.059089 3.393509 1.443411 0.52 0.76 -0.34
O -13.594470 1.486600 -1.922236 0.42 0.02 -0.14
H -0.955830 -0.997546 6.268719 0.88 -0.51 -0.42
H -2.906581 3.817023 8.495978 -0.15 -0.15 -0.06
H 7.945475 -3.709003 -4.148129 -0.05 -0.03 -0.04
H 3.565667 -4.201299 0.290122 0.24 0.99 -0.67
H -0.427126 -2.598056 2.014145 -0.14 0.42 0.25
H -11.473269 1.655450 -0.091224 -0.03 -0.02 -0.04
O -1.458130 1.841263 6.414447 -0.60 -0.21 0.21
C -2.821263 3.835505 -1.550807 0.09 0.11 0.37
C -1.399941 3.074323 7.128162 0.53 0.49 -0.13
H -13.590541 -0.355036 -1.006700 0.04 0.04 -0.02
H -5.060968 3.122995 -3.415466 -1.17 -0.16 0.36
O 1.445110 -6.009287 -2.287909 -0.06 -0.45 -0.01
C -2.041179 0.219907 1.305545 1.71 0.78 -0.28
H 2.977438 -4.800507 -3.009743 -0.15 -0.04 0.04
C -4.485244 4.313980 1.151216 -0.15 0.06 0.73
C 4.975708 2.379914 -0.017286 -0.07 0.17 -0.48
H 3.252453 -5.547340 -1.423532 -0.02 -0.12 -0.06
C 12.228379 2.175623 -1.892410 0.46 0.51 -0.06
O 10.264826 1.108757 -1.390722 0.34 -0.32 -0.53
C -1.296474 -1.623601 3.666404 -0.47 -1.30 0.95
C -2.417433 2.885088 8.214842 -0.07 0.34 0.60
H 0.839547 -2.241311 4.013556 -0.95 -0.37 0.35
H -4.141325 0.823765 1.781031 0.99 -0.69 0.39
H 3.679679 2.438093 -1.610216 0.29 0.01 0.51
C 3.383787 -6.924921 -3.089613 0.22 -0.41 -0.15
O 4.854741 -5.884782 -4.857146 0.95 0.89 -0.55
C 7.693234 -3.027142 -0.537409 -0.52 0.02 -0.26
H 13.230373 2.342834 -1.499022 -0.01 -0.18 -0.13
C 0.569884 0.807933 0.029906 -0.94 0.31 0.02
H 3.333783 -6.862913 -4.168949 -0.27 -0.22 0.22
C -4.395914 6.494149 -0.992187 0.28 0.09 0.46
H 4.409308 -7.136303 -2.794399 -0.15 -0.20 -0.01
C 0.025182 -1.372822 5.872242 0.66 -0.22 -0.07
C 5.635018 -4.996977 -5.036655 -0.13 -0.24 -0.04
H 2.618320 -3.230116 -0.890413 1.25 -0.10 -0.07
F -0.111972 2.861461 -2.267941 -0.39 0.20 1.45
H 6.368224 -2.816486 -6.613422 -0.01 -0.05 0.05
H -13.783416 1.024258 0.095731 -0.07 0.10 -0.18
O 8.501410 -4.173915 -0.285685 0.38 0.22 0.28
C 0.443316 -0.430297 0.821029 -2.80 0.36 0.65
H -7.170288 4.218397 0.404281 0.23 -0.43 -1.17
C -0.144203 -2.270560 4.552997 -0.37 1.53 1.10
C -8.468696 2.513050 -2.392568 2.03 0.79 0.70
O 2.500835 -7.959276 -2.643965 -0.58 0.37 0.43
H -3.586715 -2.207823 1.156346 -0.58 0.99 0.10
C -12.478022 1.569939 -2.694808 -0.04 0.23 -0.55
H -9.342131 3.106069 -0.408983 1.09 0.09 -0.66
H 6.959045 -2.246462 -4.355806 -0.16 -0.12 0.11
O 6.028156 2.065505 0.425946 -0.75 0.21 0.38
H -2.263585 -2.122748 3.982769 0.93 0.69 -0.11
H 8.115099 -1.014199 0.137916 0.16 -0.04 0.12
O -11.395689 1.046386 -2.054998 -0.52 0.07 -0.10
H 0.685743 -0.477801 5.672690 -0.83 -0.84 0.04
H -3.493245 4.279815 1.676399 -0.81 0.08 -0.49
C -0.362648 3.103468 -0.917484 -0.12 0.40 1.13
H -6.029562 -2.225913 0.605298 0.31 0.92 0.64
N -1.141505 -1.895517 2.211158 0.79 1.71 -0.49
H 7.329847 -3.024804 -1.564036 0.02 -0.19 0.08
O -3.130616 0.351273 6.076440 0.25 0.46 0.21
O 0.323794 -7.957663 -2.047240 0.23 0.24 -0.05
H -3.415989 -0.361929 3.003416 -0.10 0.36 -0.98
C 11.203450 2.009430 -0.808045 -0.10 0.36 0.64
C 2.831806 -5.703441 -2.417840 0.27 0.49 0.00
C 2.548397 -1.011988 0.379989 1.51 -0.73 -0.29
C -0.908137 -0.691877 1.451943 -1.04 0.80 -0.60
O -7.491455 0.218815 1.307357 0.71 -0.01 -0.56
H 7.973861 -3.572314 -6.545788 -0.11 -0.19 -0.03
H -0.397990 3.248539 7.518836 0.00 -0.17 -0.14
C 3.618995 -3.291404 -0.376851 -0.44 0.20 0.95
C -7.260876 2.508482 -3.237177 0.27 0.75 1.33
H 9.208915 -1.594128 -1.135190 -0.06 -0.05 0.05
F 4.695263 -3.493931 -1.263790 -1.06 0.40 0.54
C 10.926842 0.410142 -2.357982 -0.24 -0.42 -0.24
C -8.432767 3.127114 -1.062112 2.26 0.14 -1.69
O 6.356165 -4.826694 -6.173467 -0.27 -0.08 0.47
H -2.974453 2.718926 -1.651459 0.23 1.24 -0.19
C 4.060016 0.501084 -1.231803 0.06 -0.48 -0.04
Si -4.395293 4.586957 -0.735831 -0.46 0.17 -0.14
O -6.169056 0.602347 -0.436487 0.62 -1.44 0.87
C -13.273906 0.670604 -0.799988 -0.41 -0.24 0.40
```
Forces are in eV/Å.

---

Record 4
Entry from OMol25: one molecule with the formula C4H8OSi in a non-equilibrium geometry (ωB97M-V/def2-TZVPD).

- HOMO-LUMO gap (eV) = 10.19
- structure (SMILES) = O=C1CC[SiH2]C1
- largest force on an atom (Eh/bohr) = 0.0764
- spin multiplicity = 1
- LUMO level (eV) = 0.81
- electronic energy (eV) = -14201.2066
- energy above the lowest of the compared OMol25 structures with the same formula, charge and spin (eV) = 1.436

```
14
Properties=species:S:1:pos:R:3:forces:R:3
H -0.940650 -0.637105 2.008674 -0.92 -1.91 3.31
H -2.741488 -0.623875 -0.665950 1.23 -0.03 0.10
H -0.924068 -2.319896 -0.510316 -0.12 1.34 0.30
H 2.215088 0.158459 -0.262317 0.28 0.12 -1.23
O 1.624124 -0.307804 1.912468 -1.54 0.34 -1.01
C -0.024066 0.224872 -1.410598 3.59 0.78 0.34
H 0.577174 -0.395344 -2.144647 -1.17 0.99 0.31
H -0.403985 1.203829 -1.814300 0.38 -1.24 0.10
H 1.379337 1.760933 -0.265532 0.01 0.07 0.13
Si -1.217187 -0.786897 -0.395818 -0.96 -0.25 -0.02
C 1.268680 0.683493 -0.263534 -3.32 -1.84 0.37
C 0.767650 0.070549 1.110461 3.41 0.48 0.18
H -0.907305 0.992085 1.435674 -1.19 1.21 -0.02
C -0.673304 -0.023300 1.265737 0.32 -0.09 -2.86
```
Forces are in eV/Å.